Density functional theory data (wB97M-V/def2-TZVPD) for a single C4H9OP molecule in a non-equilibrium geometry.

As for the SMILES: C=C=[PH2]CCO. Its relative energy (zero: lowest compared OMol25 entry of this formula, charge and spin) is 109.57 kcal/mol. The calculation puts the frontier orbital gap at 8.21 eV. As for the spin multiplicity: 1.

The geometry in XYZ format:
```
15
Properties=species:S:1:pos:R:3:forces:R:3
P -0.519224 0.975240 0.160896 -1.91 0.21 0.78
O 0.448008 -1.526791 -0.557570 0.08 -0.46 0.64
C -0.997879 -0.717892 1.231248 5.30 1.75 2.18
C 1.502938 1.741255 -1.794581 -0.24 2.83 -1.77
C 0.392605 1.956095 -1.140722 -0.54 -0.24 1.35
C 0.106455 -1.693744 0.844837 0.41 -0.79 0.13
H 2.197013 0.996379 -1.965599 1.05 -2.10 0.54
H -0.351320 -1.374192 -1.085296 0.18 -0.32 0.35
H -1.812045 1.047131 -0.396772 0.28 -0.23 -0.41
H 1.798351 2.591727 -2.509732 -0.74 -0.86 1.01
H -0.089003 -2.786421 1.112437 -0.20 1.23 -0.64
H -1.912934 -1.106048 1.114925 -3.66 -1.00 -0.97
H -0.933187 1.953563 1.137501 0.87 -0.44 -0.42
H -0.831805 -0.588865 2.372118 -0.53 0.35 -1.75
H 1.002031 -1.467437 1.476310 -0.36 0.07 -1.03
```
Positions in Å, forces in eV/Å.


Density functional theory data (wB97M-V/def2-TZVPD) for 3 unconnected molecules or ions with the total composition C37H47F16NO8PS2 in a non-equilibrium geometry.

The calculation puts the frontier orbital gap at 5.42 eV. Its total charge is -1. As for the spin multiplicity: 1.

The geometry in XYZ format:
```
112
Properties=species:S:1:pos:R:3:forces:R:3
S -3.724796 -1.304569 -0.552928 -0.47 -0.08 -0.05
S -5.023796 1.253716 -1.025308 -0.17 0.19 -0.03
P 3.310199 0.128815 -1.076020 0.83 0.44 -2.83
F -2.417689 7.509044 -1.211994 -0.03 -0.03 -0.06
F -0.925855 5.691298 -3.808904 0.04 0.10 -0.12
F 1.815575 -3.659299 -5.824880 -0.11 -0.03 0.08
F -3.195433 3.457331 0.844739 -0.03 0.02 -0.20
F 0.060484 -5.797698 -5.708085 0.02 -0.02 0.06
F -3.007557 5.527409 -3.223128 -0.01 0.15 -0.01
F 3.251876 -2.648033 -4.538984 0.02 0.05 0.19
F 1.503588 -6.728621 -3.387126 -0.12 -0.06 -0.05
F -2.461528 5.504062 0.648905 -0.14 0.03 0.02
F -2.156571 8.093936 -3.302577 0.02 -0.04 -0.03
F -4.619785 5.966324 -1.152157 0.07 -0.01 0.01
F -0.314711 -7.847540 -5.047514 0.06 -0.04 0.01
F 0.659496 -2.206132 -3.831653 0.16 -0.03 -0.24
F 2.383265 -8.220333 -4.693407 -0.07 -0.13 -0.03
F 0.339270 -4.325597 -3.481674 0.17 -0.17 -0.12
F -5.145050 5.303008 0.860488 0.07 -0.02 -0.03
O 2.793761 -6.112664 -5.123949 -0.55 0.24 -0.14
O 1.596499 0.043816 -0.721728 -0.49 -0.29 0.25
O 2.531346 -2.733484 -0.103411 -0.52 -0.39 0.16
O -1.363384 4.970706 -1.788527 -0.31 0.55 0.26
O 3.650197 -0.897548 0.324870 -0.43 0.43 0.56
O 2.654482 -1.934917 2.075907 -0.72 0.21 -0.15
O 7.002109 3.907293 0.749297 -0.04 1.14 -0.04
O 8.222952 2.090826 1.100759 -0.13 -0.24 0.27
N -5.495484 -0.196553 1.208267 0.03 0.79 -0.32
C -5.437279 0.983234 2.033469 -0.31 0.39 0.21
C 1.839711 -6.977322 -4.664056 0.54 0.27 0.26
C -6.799073 -0.803978 1.110049 -0.10 -0.75 0.45
C -6.571362 1.710584 2.389525 -0.07 -0.07 0.10
C 1.294080 -3.358940 -3.526660 -0.29 0.54 0.60
C 3.177181 -4.953050 -4.389936 0.62 -0.13 0.22
C 4.048459 -2.820965 3.768327 0.71 0.30 0.18
C 1.303325 -0.662006 0.459854 1.47 0.79 -0.39
C 5.190469 -1.808710 3.935316 -0.39 -0.17 0.12
C -2.486062 -1.345638 0.761502 0.51 -0.12 0.11
C 4.796075 2.451198 -0.365669 -0.52 -0.23 0.31
C -3.108421 4.514681 -0.008603 0.53 0.31 -0.18
C 5.850722 1.831933 0.536807 0.18 0.11 -0.19
C -4.073241 2.535451 3.287844 -0.50 0.31 0.50
C -7.709443 -0.566018 0.092217 -0.07 0.17 -0.35
C 3.602429 -2.951008 2.321989 0.15 -0.37 0.77
C 8.393520 1.948261 2.521559 0.17 -0.39 -0.27
C -4.553687 4.921413 -0.299819 -0.31 -0.07 0.17
C -4.833249 -0.021792 -0.041867 0.58 -0.13 -0.19
C 2.359068 -3.665009 -4.580677 -0.13 -0.27 -0.46
C -1.775697 5.831780 -2.769600 0.01 -0.66 0.07
C -7.166387 -1.665572 2.142514 -0.02 -0.01 0.10
C -4.197102 1.428500 2.479689 0.09 -0.58 -0.15
C -5.209806 3.235196 3.677741 -0.24 -0.25 -0.27
C 7.805271 0.625361 3.035087 0.01 0.46 -0.11
C 0.020018 -1.429468 0.327312 -0.11 -0.01 0.40
C 7.031440 2.721802 0.780696 0.13 -0.59 -0.06
C -1.681131 7.291981 -2.318895 0.09 0.27 0.06
C 0.613377 -7.015191 -5.581074 -0.19 -0.06 -0.20
C -8.409284 -2.283500 2.164539 0.37 0.36 -0.20
C -6.453551 2.824524 3.205464 0.43 0.11 0.26
C -1.212221 -0.542294 0.427325 -0.08 -0.04 0.36
C 3.443520 1.778764 -0.166404 0.17 -0.28 0.30
C -8.957703 -1.178735 0.100813 0.01 -0.28 0.51
C 2.539597 -1.548180 0.730716 0.99 -0.81 -0.87
C -9.309080 -2.039080 1.134909 0.05 0.00 -0.02
C -2.251038 4.037805 -1.194460 0.20 -0.63 -0.19
H -3.111200 2.863435 3.649075 0.19 -0.08 -0.10
H 0.897990 -7.380099 -6.570294 0.05 -0.03 0.04
H 9.466740 1.992783 2.682198 0.09 0.02 0.07
H 3.173403 0.889678 -2.323512 -0.51 0.26 0.26
H 5.413089 1.657708 1.524707 -0.01 -0.07 0.12
H -5.145187 4.086983 4.336575 0.10 0.11 0.01
H 4.768604 -0.808719 3.889963 0.24 0.24 -0.12
H -0.641781 7.552472 -2.110475 0.01 -0.06 -0.04
H 7.948060 2.801337 3.029086 -0.06 0.16 -0.01
H 7.201610 0.182357 2.251532 -0.14 -0.09 -0.05
H 5.087549 2.348975 -1.413168 0.09 0.02 -0.10
H -7.561590 1.421936 2.070552 0.02 -0.17 -0.17
H 1.735268 -3.244911 -2.530270 0.19 0.00 -0.08
H -0.007949 -2.163815 1.140316 -0.09 -0.06 0.09
H 4.473252 -2.879522 1.674793 -0.05 0.14 -0.28
H 0.051259 -1.973709 -0.615854 -0.05 -0.01 -0.12
H 4.161315 -4.714957 -4.788635 -0.03 0.03 -0.08
H -5.113554 4.078183 -0.713185 0.05 0.00 0.01
H 6.174360 0.863178 0.168381 0.02 -0.11 -0.02
H 4.682221 3.509842 -0.149178 0.28 0.18 0.04
H -1.021582 0.143000 1.254945 -0.09 0.23 -0.01
H -1.341214 0.054764 -0.471348 0.02 0.05 -0.10
H 3.167332 -3.946239 2.196762 -0.21 0.00 -0.26
H -3.318060 0.878741 2.179415 0.14 0.02 -0.01
H 3.243658 1.625433 0.900051 0.04 0.15 0.09
H 2.679287 2.446399 -0.557946 -0.26 -0.17 -0.09
H -1.586853 3.283464 -0.774230 0.02 0.05 0.07
H -8.637705 -2.942014 2.987946 -0.18 -0.10 0.01
H -7.334414 3.380104 3.493996 -0.11 -0.02 -0.04
H 4.723542 0.084119 -1.418077 0.03 0.02 0.45
H 5.701774 -1.939985 4.888060 -0.06 0.10 0.16
H -2.851036 3.518045 -1.942026 -0.17 0.16 0.02
H -9.680829 -0.984606 -0.676662 0.08 0.09 -0.17
H -2.880821 -1.036448 1.723587 -0.46 -0.02 -0.04
H 8.574880 -0.093897 3.298244 0.07 -0.04 0.14
H 3.330569 -5.177592 -3.334816 -0.26 0.04 0.06
H 4.391621 -3.779308 4.161064 -0.11 -0.21 -0.16
H 3.210428 -2.496397 4.382107 -0.20 -0.14 0.03
H -7.474409 0.113908 -0.712647 0.14 0.04 -0.03
H 5.939467 -1.933206 3.157142 0.02 0.08 -0.16
H 1.818644 -3.323564 0.170577 -0.09 0.11 0.14
H -2.202504 -2.388019 0.886466 -0.17 -0.20 -0.09
H 3.098620 -1.015267 -1.941828 0.23 -0.28 0.46
H 7.158091 0.825285 3.885925 0.01 -0.25 0.16
H 1.344870 0.106123 1.246870 -0.65 -0.42 0.56
H -10.277230 -2.519030 1.138437 -0.07 -0.01 -0.02
H -6.466512 -1.837534 2.948586 0.11 -0.02 -0.01
```
Positions in Å, forces in eV/Å.


Density functional theory data (wB97M-V/def2-TZVPD) for a molecular structure, C47H32I4N6RhS.

The calculation puts the frontier orbital gap (spin up / spin down) at 5.55 / 5.55 eV. Its total charge is +1. As for the spin multiplicity: 1.

The geometry in XYZ format:
```
91
Properties=species:S:1:pos:R:3:forces:R:3
I -9.137343 -2.259691 -1.738323 0.00 0.00 0.00
I 3.921895 -6.286702 -5.943211 0.00 0.00 0.00
I -1.915153 8.560175 4.274962 0.00 -0.01 0.00
I 7.536342 -1.397437 6.685425 -0.01 0.00 -0.01
Rh 0.037001 -0.184780 0.537744 0.02 0.09 -0.02
S 1.178919 1.312121 -0.724642 -0.03 -0.08 0.03
N 0.736825 0.790561 2.148824 0.02 -0.04 0.01
N 1.612090 -1.419354 0.597354 0.04 0.01 0.01
N -0.760453 -1.245328 -0.977987 0.04 0.04 -0.02
N 0.864269 0.609542 -3.238589 -0.04 0.02 0.04
N -0.849591 1.944351 -2.314568 0.04 -0.02 0.01
N -1.622197 0.959795 0.545776 0.00 0.03 -0.02
C -5.574111 -0.067804 -0.621018 -0.02 -0.02 0.00
C -1.663192 2.217387 1.095247 0.00 -0.01 -0.01
C 3.558641 -2.467093 1.188990 -0.01 -0.02 -0.01
C 1.863098 -3.442739 -2.569168 0.00 0.02 -0.01
C 5.137912 -0.491394 3.197454 0.00 0.00 0.01
C 3.606005 -3.837549 -4.199748 0.00 -0.01 0.00
C 1.963062 -2.300827 -0.385002 -0.02 0.01 -0.03
C 1.316577 -4.684846 -2.877265 0.00 -0.02 0.00
C -0.784105 2.711913 2.060010 0.02 -0.02 0.02
C 3.184952 -2.968706 -0.007203 0.01 0.01 0.02
C -2.030577 -1.142245 -1.487964 -0.06 -0.04 0.03
C 3.607930 -1.276226 4.870091 0.00 0.01 0.00
C 2.593663 -1.456175 1.548964 -0.01 0.01 0.00
C 0.419562 0.333162 -4.603789 0.01 0.05 -0.01
C -4.814366 -2.030966 -1.722332 0.00 -0.02 0.04
C -2.762893 0.785337 -0.183532 -0.07 -0.06 0.04
C -1.714340 4.261617 3.795502 -0.01 0.00 0.00
C 0.289458 2.008166 2.590412 -0.02 0.02 -0.04
C -1.962852 5.537122 4.280910 0.00 0.00 0.00
C -7.169570 -1.651574 -1.463277 0.00 0.00 -0.01
C -3.075599 -0.376300 -0.937789 0.03 0.04 -0.02
C 1.843083 0.475678 2.879615 -0.01 -0.01 0.00
C -4.491133 -0.792583 -1.143716 -0.05 0.03 -0.03
C 0.282831 1.270111 -2.251264 -0.02 0.00 -0.04
C -6.121955 -2.446944 -1.899230 -0.02 0.00 0.00
C -0.041632 -2.061358 -1.806644 -0.03 0.01 0.00
C 3.015026 -3.033635 -3.236453 0.01 0.00 0.01
C -1.803353 2.104276 -3.409646 0.00 -0.05 0.01
C -2.824410 2.898053 0.611802 -0.01 -0.01 0.04
C -0.877248 6.476651 2.346295 0.00 0.00 0.00
C 2.070930 1.504355 3.861871 -0.01 0.01 0.00
C 3.043880 -5.070888 -4.497954 0.01 0.00 0.00
C 2.695780 -0.606217 2.643876 0.00 0.00 0.01
C -6.886039 -0.472916 -0.791502 0.00 0.00 0.00
C 6.195384 -0.658778 4.078744 0.00 0.00 -0.01
C -1.048739 4.082028 2.588223 0.00 0.02 0.00
C -0.633204 5.197289 1.869147 0.01 -0.01 0.01
C -0.848744 -2.401898 -2.943146 -0.02 -0.03 0.01
C 3.837159 -0.798279 3.584232 0.00 0.01 -0.02
C -3.514111 2.012517 -0.154261 0.06 0.03 -0.04
C -2.076363 -1.870107 -2.732518 0.05 0.05 -0.06
C 5.951535 -1.141249 5.356800 0.01 0.00 0.01
C 1.240737 -2.551427 -1.549845 0.04 -0.01 0.03
C 1.902550 -5.499631 -3.834374 -0.01 0.00 0.00
C 1.129053 2.455125 3.669609 0.02 -0.01 0.02
C -1.543380 6.641201 3.552409 0.00 0.01 0.00
C 4.659839 -1.451731 5.756992 0.00 0.00 0.00
H 1.729191 0.175988 -2.953439 -0.01 -0.02 0.01
H -2.458760 2.929339 -3.144743 0.00 -0.01 0.01
H 3.668013 -3.744044 -0.577635 0.00 0.00 -0.01
H 5.325061 -0.108557 2.201415 0.00 0.00 0.00
H 2.598815 -1.518369 5.180647 0.00 0.00 0.00
H -4.043703 -2.730107 -1.997680 -0.01 0.00 0.03
H -1.119391 2.357512 -1.431316 0.02 0.01 -0.01
H -3.091829 3.915987 0.843288 0.00 0.00 0.01
H 1.005153 3.381574 4.205170 0.00 0.00 0.00
H 4.472098 -1.829497 6.752459 0.00 0.00 0.00
H -2.408369 1.206995 -3.538792 0.00 -0.01 -0.01
H -2.044053 3.398262 4.360674 0.00 0.00 0.00
H -4.414930 2.213126 -0.706542 0.06 0.05 0.00
H -1.299200 2.356397 -4.336878 0.02 0.00 -0.03
H -5.416080 0.809401 -0.019745 -0.04 -0.07 0.00
H -6.317262 -3.408234 -2.354089 0.00 0.00 0.00
H -2.482251 5.667645 5.220169 0.00 0.00 0.00
H 3.467068 -2.079241 -2.988970 0.00 0.00 0.00
H 4.410199 -2.746261 1.786140 0.00 0.00 0.00
H -2.914832 -1.907479 -3.406319 0.03 0.02 0.00
H -0.633598 0.076937 -4.624496 -0.04 -0.01 0.00
H 7.202048 -0.411451 3.771421 0.00 0.00 0.00
H 0.430204 -5.024369 -2.355203 0.01 0.00 0.00
H 0.622558 1.173495 -5.266108 -0.01 0.01 0.00
H 2.873837 1.503110 4.579776 0.00 0.00 0.00
H -7.684761 0.124928 -0.374755 0.00 0.00 0.00
H -0.546241 7.338475 1.783478 0.00 0.00 0.00
H 4.500232 -3.506716 -4.709856 0.00 0.00 0.00
H -0.104715 5.064059 0.932497 0.00 0.00 0.00
H 1.472735 -6.466271 -4.058008 0.00 0.00 0.00
H 0.978168 -0.531852 -4.953563 0.00 0.02 0.00
H -0.524754 -2.983967 -3.790345 0.00 0.01 0.01
```
Positions in Å, forces in eV/Å.


Density functional theory data (wB97M-V/def2-TZVPD) for 5 unconnected molecules or ions with the total composition C17H32Cl4O8S4 in a non-equilibrium geometry.

As for the SMILES: ClC(Cl)(Cl)Cl.O=S1(=O)CCCC1.O=S1(=O)CCCC1.O=S1(=O)CCCC1.O=S1(=O)CCCC1. Its relative energy (zero: lowest compared OMol25 entry of this formula, charge and spin) is 16.26 kcal/mol. The calculation puts the frontier orbital gap at 9.92 eV. As for the spin multiplicity: 1.

The geometry in XYZ format:
```
65
Properties=species:S:1:pos:R:3:forces:R:3
Cl 6.079615 2.195969 5.187785 0.24 0.35 0.51
Cl 6.164369 5.116532 5.712644 -0.15 -0.26 0.01
Cl 5.664926 3.999588 3.117364 -0.08 0.65 -1.12
Cl 3.683013 3.684289 5.175651 -0.48 0.46 0.07
S -3.536707 3.736455 -3.093045 -2.74 0.05 -0.08
S -1.076274 -4.946984 -3.647066 -0.93 -2.83 2.99
S 2.614703 -0.893398 3.562333 2.27 -1.42 0.69
S 0.451293 0.372270 -0.622653 -0.56 -0.18 0.95
O -4.090311 5.079193 -3.175112 0.90 -0.71 -0.19
O 0.111367 -0.686784 0.311762 -0.02 0.42 -0.11
O 2.537118 0.341632 2.835091 -0.28 0.24 -0.47
O 3.566984 -1.952549 3.163903 -1.32 1.44 0.02
O -2.426252 3.395676 -2.276739 1.59 0.26 1.10
O -1.964510 -6.138576 -3.842862 1.99 2.58 -0.09
O -0.374263 -4.257962 -4.676252 0.26 0.15 -1.49
O 0.172705 0.138448 -2.016238 0.26 -0.01 -0.33
C 3.062535 -0.549338 5.336091 -0.74 -1.27 -0.20
C -3.948665 1.652856 -4.597041 -0.70 0.00 0.10
C 1.052948 -1.697365 3.886715 0.20 0.15 -0.62
C -0.302977 1.951424 -0.199567 -0.31 1.34 0.55
C -5.344848 1.986680 -3.894763 1.57 0.04 -1.04
C 5.385402 3.823292 4.803318 0.43 -1.25 0.51
C -4.898613 2.597794 -2.578190 0.67 0.03 -0.16
C 1.919205 -1.218067 6.123652 -0.69 -0.70 1.10
C 2.154466 0.876698 -0.363888 -0.04 -0.16 -1.07
C -1.913990 -3.670134 -2.671776 -0.59 -1.51 0.41
C 0.798764 3.023764 -0.376842 -0.84 -0.66 -3.12
C 0.368491 -3.904976 -1.686203 1.24 -0.68 1.25
C 0.215135 -5.253110 -2.296729 0.25 -1.24 -1.08
C -3.252435 2.974329 -4.699597 1.55 1.26 0.15
C -0.991010 -3.286625 -1.531649 -0.26 -0.20 0.39
C 1.398886 -2.341018 5.217604 -1.67 0.13 0.29
C 2.055631 2.316825 0.033465 1.11 1.66 0.71
H -2.097596 -2.936604 -3.392349 -0.11 1.50 -0.98
H -0.196793 -5.923141 -1.548485 -0.32 -0.38 -0.21
H -5.746463 3.099282 -2.116853 0.46 0.32 0.36
H -5.943286 1.101848 -3.726591 -0.29 -0.07 -0.21
H -3.639516 3.691916 -5.395739 -0.63 0.07 -0.67
H -3.322467 1.045407 -3.942212 -0.28 -0.28 0.18
H 1.054088 -0.557326 6.378925 0.82 -0.13 -0.38
H -2.144217 2.960574 -4.882537 -0.99 -0.25 0.44
H 3.213988 0.504502 5.496378 0.11 0.26 0.00
H 0.330730 -0.893333 3.933075 -0.39 0.11 0.24
H -3.928577 1.157475 -5.566734 -0.58 -0.01 -0.01
H 2.168840 -1.740491 7.095802 0.38 1.01 -0.94
H 0.856399 -3.974401 -0.677680 -0.39 -0.03 -0.82
H 1.043530 -3.327435 -2.272828 0.31 0.77 -0.64
H 1.167299 -5.708353 -2.706354 -1.27 0.57 0.16
H 0.603614 3.923281 0.198103 -0.01 -0.04 0.08
H -0.768032 -2.248078 -1.508994 -0.64 1.03 0.34
H -5.877705 2.783862 -4.490968 0.31 -1.06 0.50
H 2.632869 0.331775 0.440724 -0.18 -0.44 -0.10
H -4.356629 1.893690 -1.902326 -0.80 0.34 -0.46
H 0.469198 -2.789557 5.672746 1.21 0.02 -0.49
H -2.897213 -4.041579 -2.349903 0.45 -0.10 -0.01
H -1.149844 2.195672 -0.850741 0.12 -0.56 0.18
H 2.942900 2.965328 -0.173544 -0.45 -0.88 0.20
H 0.803930 3.309381 -1.489265 0.09 -0.23 1.49
H 1.903190 2.243602 1.090240 0.61 0.23 1.08
H -0.607161 2.012834 0.857202 -0.02 -0.66 -0.32
H 3.964648 -1.163694 5.455201 -0.05 0.55 0.01
H 2.206332 -3.033758 4.995189 -0.23 -0.56 0.40
H -1.415960 -3.645345 -0.583351 0.00 0.40 -0.24
H 2.616929 0.676233 -1.325866 0.27 0.08 -0.08
H 0.776272 -2.380394 3.068570 0.38 0.29 0.26
```
Positions in Å, forces in eV/Å.


Which energy belongs to each record? In order, -15624.8831 -131440.3651 -104441.8868 -127955.3182 eV.